Molecular formula: C17H29N4ORuS2
Method: DFT, ωB97M-V/def2-TZVPD

<S²>: 0.86
E_tot in eV: -50343.621
Highest occupied orbital energy (alpha / beta) in eV: -13.98 / -13.99
Charge: +2
2S+1: 2
Frontier orbital gap (alpha / beta) in eV: 6.2 / 6.5
E_LUMO (alpha / beta) in eV: -7.8 / -7.5

```
54
Properties=species:S:1:pos:R:3:forces:R:3
Ru 0.216 -0.542 0.090 1.52 -3.00 -1.54
N 2.103 -1.369 1.529 -1.12 0.54 -0.70
C 1.790 -2.759 1.865 -0.25 -0.40 0.27
C 0.360 -2.842 2.397 0.66 -0.01 0.16
N -0.628 -2.419 1.396 -0.07 1.33 -0.24
C -1.233 -3.492 0.600 0.12 -0.37 -0.75
C -0.534 -3.636 -0.756 -0.14 -0.26 0.55
N -0.587 -2.348 -1.452 0.68 1.30 0.54
H 3.039 -1.294 1.138 -0.21 0.14 -0.04
H 2.064 -0.802 2.377 0.04 0.02 -0.19
H 2.473 -3.155 2.628 -0.10 0.02 -0.17
H 1.891 -3.357 0.959 0.12 -0.04 0.08
H 0.281 -2.174 3.260 -0.09 -0.09 -0.06
H 0.159 -3.864 2.737 -0.05 0.16 -0.02
H -1.362 -1.904 1.880 0.12 -0.17 -0.01
H -2.288 -3.258 0.425 0.12 0.01 0.10
H -1.186 -4.453 1.125 -0.07 0.16 0.02
H -1.026 -4.431 -1.333 0.16 0.14 0.06
H 0.516 -3.906 -0.619 -0.14 -0.02 -0.08
H -1.551 -2.133 -1.711 0.24 0.15 0.00
H -0.031 -2.377 -2.305 -0.07 0.15 0.09
S 2.478 0.418 -3.860 -0.03 -0.44 1.11
C 3.543 -0.596 -2.974 -0.38 0.30 -0.08
C 3.080 -0.902 -1.724 0.22 -0.35 0.34
C 1.825 -0.330 -1.430 -2.56 0.88 -0.29
C 1.360 0.418 -2.524 0.96 -0.62 0.44
C 0.096 1.097 -2.608 -0.53 0.44 -0.37
C -0.216 1.983 -3.651 -0.04 -0.32 0.44
C -1.451 2.599 -3.669 0.00 -0.07 0.14
C -2.358 2.321 -2.651 0.16 -0.22 0.08
C -1.980 1.433 -1.657 -0.60 0.22 -0.08
N -0.793 0.840 -1.629 1.08 -0.73 0.95
H 4.461 -0.918 -3.427 0.19 -0.06 -0.02
H 3.633 -1.546 -1.060 0.12 -0.06 0.04
H 0.519 2.175 -4.416 0.02 0.07 -0.10
H -1.703 3.287 -4.462 -0.03 0.05 -0.03
H -3.334 2.780 -2.635 -0.07 -0.02 0.05
H -2.662 1.172 -0.856 0.00 0.10 0.04
C -3.122 1.976 2.646 0.00 -0.08 -0.10
C -1.756 2.624 2.563 0.53 -0.37 -0.42
S -0.638 1.636 1.466 -0.67 3.51 0.64
O -0.373 0.368 2.224 0.63 -2.17 -0.70
C 0.951 2.559 1.599 -0.44 -0.07 -0.17
C 1.152 3.455 0.393 0.02 -0.07 -0.08
H -3.774 2.592 3.263 0.00 0.00 0.00
H -3.060 0.993 3.107 -0.03 -0.06 0.02
H -3.581 1.885 1.662 -0.07 -0.01 -0.04
H -1.285 2.676 3.543 0.22 0.07 0.00
H -1.801 3.610 2.106 0.07 0.17 0.00
H 1.701 1.761 1.623 -0.12 0.05 0.08
H 0.969 3.107 2.539 -0.03 -0.08 0.12
H 1.176 2.858 -0.520 -0.04 0.09 -0.06
H 2.105 3.974 0.472 0.03 0.04 0.04
H 0.370 4.207 0.316 -0.06 0.08 -0.07
```
Positions in Å, forces in eV/Å.